Density functional theory data (ωB97M-V with the def2-TZVPD basis set) for a molecular structure, C11H18IN4O9P2V at a distorted geometry.

Atoms and positions in Å:
V (0.23260, 0.32050, 0.04930)
N (1.85480, -0.34490, 1.34110)
C (1.34510, -0.89910, 2.57990)
C (0.10150, -1.71840, 2.21200)
O (-0.27970, -2.67160, 2.89170)
N (-0.43740, -1.26600, 1.09260)
C (-1.52570, -2.00920, 0.51590)
C (-1.30620, -1.93080, -0.99570)
O (-1.72760, -2.76820, -1.78620)
O (-0.57420, -0.94320, -1.33150)
H (2.56790, 0.36900, 1.50510)
H (2.27450, -1.07110, 0.75780)
H (2.06970, -1.53450, 3.10700)
H (1.04430, -0.07580, 3.23830)
H (-1.53050, -3.05140, 0.86110)
H (-2.50250, -1.56590, 0.76110)
N (-0.59370, -0.90770, -4.15240)
C (0.18230, 0.22950, -3.59430)
C (0.68220, 1.13190, -4.69680)
P (1.71020, -0.47270, -2.71880)
O (1.38530, -2.09250, -2.77390)
O (2.87070, -0.24780, -3.59350)
O (1.82500, -0.03970, -1.28770)
P (-1.13180, 1.09980, -2.55870)
O (-1.34010, 2.50580, -3.37050)
O (-2.37350, 0.31110, -2.82190)
O (-0.74510, 1.57500, -1.18910)
H (-0.16160, -1.78870, -3.83180)
H (-0.66540, -0.88020, -5.16740)
H (-1.55910, -0.75250, -3.67520)
H (1.40810, 0.60710, -5.31680)
H (1.20600, 1.96950, -4.24090)
H (-0.13930, 1.51990, -5.29950)
H (0.82710, -2.36710, -2.04300)
H (-0.91930, 3.20800, -2.87700)
I (1.70450, 2.84300, 0.51500)
C (-0.21320, 1.95780, 2.16260)
C (-0.77840, 2.88030, 3.03010)
C (-2.15790, 3.00940, 3.03640)
C (-2.90330, 2.26550, 2.12690)
C (-2.25410, 1.38320, 1.28390)
N (-0.93200, 1.22840, 1.33000)
H (-0.15130, 3.48870, 3.66370)
H (-2.64190, 3.70420, 3.70900)
H (-3.97270, 2.39350, 2.05400)
H (-2.78300, 0.81330, 0.52970)

The value obtained for the strongest force on any atom is 2.5 eV/Å. The LUMO energy (spin up / spin down) comes out at 2.56 / 2.13 eV. The calculation puts the HOMO energy (spin up / spin down) at -4.536 / -5.749 eV. The calculation puts the HOMO-LUMO gap (spin up / spin down) at 0.2607 / 0.2895 Ha. As for the spin multiplicity: 4. Its total charge is -1.